(1)
This record from the Open Molecules 2025 dataset describes 3 unconnected molecules or ions with the total composition C29H33N3O12. The level of theory is the ωB97M-V functional and the def2-TZVPD basis.

Positions of all 77 atoms, in Å:
H -0.957 2.842 0.368
N -0.503 2.633 -0.517
C -1.132 1.701 -1.113
N -0.693 1.281 -2.373
N -2.308 1.100 -0.595
C -2.865 -0.056 -1.314
C -4.223 -0.412 -0.727
C -4.139 -1.075 0.664
C -4.320 -2.602 0.652
C -3.386 -3.299 -0.293
C -2.277 -3.924 0.121
C -1.410 -4.552 -0.906
O -0.837 -5.607 -0.747
C -1.339 -3.810 -2.208
C -0.029 -3.760 -2.949
C 1.138 -3.451 -2.000
C 0.884 -2.168 -1.193
C 2.153 -1.430 -0.837
O 2.901 -2.252 0.075
C 4.026 -1.629 0.544
C 5.250 -1.798 -0.300
O 3.998 -0.994 1.553
C -2.466 -3.234 -2.635
C -3.669 -3.340 -1.766
O -4.790 -3.506 -2.193
H 0.279 1.554 -2.467
H -0.753 0.281 -2.516
H -3.004 1.836 -0.539
H -2.973 0.174 -2.379
H -2.168 -0.890 -1.197
H -4.805 -1.005 -1.430
H -4.771 0.530 -0.623
H -4.925 -0.648 1.283
H -3.173 -0.822 1.104
H -5.362 -2.864 0.476
H -4.060 -2.956 1.651
H -2.003 -3.996 1.165
H -0.112 -2.914 -3.636
H 0.151 -4.684 -3.496
H 1.255 -4.272 -1.297
H 2.061 -3.326 -2.566
H 0.395 -2.405 -0.244
H 0.242 -1.467 -1.734
H 1.941 -0.470 -0.360
H 2.758 -1.245 -1.732
H 5.381 -0.926 -0.938
H 5.157 -2.688 -0.920
H 6.130 -1.881 0.326
H -2.529 -2.694 -3.572
O -7.008 5.931 3.184
C -6.612 4.785 3.099
C -5.483 4.368 2.287
C -5.141 3.074 2.259
O -4.117 2.599 1.556
C -5.896 2.027 3.036
O -5.520 0.875 2.915
C -7.006 2.445 3.867
C -7.347 3.741 3.902
O -8.347 4.214 4.629
H -4.950 5.126 1.730
H -4.079 1.638 1.736
H -7.530 1.688 4.433
H -8.374 5.177 4.464
O 10.445 4.449 0.036
C 9.649 3.536 0.154
C 8.382 3.637 0.850
C 7.588 2.560 0.930
O 6.417 2.559 1.547
C 7.974 1.237 0.318
O 7.186 0.319 0.460
C 9.232 1.138 -0.393
C 10.023 2.216 -0.475
O 11.188 2.224 -1.104
H 8.117 4.590 1.286
H 6.054 1.653 1.469
H 9.492 0.188 -0.839
H 11.546 3.128 -1.002

Cartesian forces, eV/Å:
0.02 0.03 0.02
-0.17 -0.12 -0.17
0.13 0.16 0.32
0.45 -0.40 0.36
0.02 -0.04 -0.57
-0.06 0.31 -0.04
0.04 0.31 0.35
-0.30 0.01 -0.68
0.32 -0.01 0.40
0.18 -0.03 0.42
-0.25 0.23 -0.31
-0.04 -0.25 0.01
0.19 0.25 0.11
-0.02 0.09 -0.39
0.00 0.39 0.42
-0.36 0.23 0.22
0.29 -0.04 0.17
0.12 -0.06 0.06
-0.26 -0.05 -0.23
0.22 0.22 -0.01
0.00 -0.61 -0.19
-0.05 0.18 0.37
0.29 -0.09 0.32
-0.15 -0.12 -0.08
0.07 0.33 -0.01
-0.10 0.20 -0.16
-0.26 0.07 -0.09
-0.06 -0.07 0.29
0.00 -0.15 -0.08
0.03 -0.08 -0.05
0.02 -0.12 0.01
-0.08 0.00 -0.09
0.12 -0.14 0.20
0.01 0.00 0.12
0.00 -0.03 -0.27
-0.20 -0.07 0.05
-0.04 -0.22 0.04
0.01 -0.24 -0.36
-0.01 -0.04 -0.07
0.27 -0.12 -0.12
0.02 -0.18 -0.10
-0.23 0.05 -0.07
-0.05 -0.07 -0.09
-0.07 0.01 0.05
-0.01 0.01 -0.05
-0.02 0.07 -0.02
0.00 0.04 -0.08
0.01 0.12 0.06
-0.13 -0.15 -0.12
-0.11 0.03 0.10
0.27 -0.01 -0.22
-0.06 0.15 -0.01
0.17 0.11 -0.07
-0.07 -0.03 0.01
-0.24 -0.01 0.17
0.06 0.05 0.04
0.03 -0.15 -0.01
-0.09 -0.14 0.10
0.03 0.04 -0.03
0.01 -0.01 -0.01
0.01 -0.01 0.01
-0.02 0.02 0.01
0.01 0.03 -0.02
0.12 -0.03 -0.09
-0.28 0.12 0.18
0.10 0.13 -0.02
-0.07 0.18 0.11
0.04 -0.06 -0.04
0.18 -0.06 -0.12
0.06 0.06 0.01
-0.10 -0.13 0.01
0.05 -0.17 -0.08
-0.01 0.04 0.02
-0.02 -0.01 0.02
0.01 -0.02 0.01
0.03 0.01 0.00
-0.01 0.04 0.02

Calculated values
- 2S+1: 1
- Orbital gap: 7.533 eV
- Total energy: -59646.78208 eV


(2)
This record from the Open Molecules 2025 dataset describes a molecular structure, C29H33N7O2ReSi2. The level of theory is the ωB97M-V functional and the def2-TZVPD basis.

Positions of all 74 atoms, in Å:
Re 0.723 -1.008 0.487
C 1.013 -0.884 4.863
C -0.134 -0.180 5.191
C -1.084 0.053 4.207
C -0.847 -0.416 2.927
N 0.310 -1.040 2.593
C 1.207 -1.280 3.550
C -1.853 -0.461 1.851
C -3.225 -0.304 1.972
C -4.035 -0.792 0.953
C -3.485 -1.538 -0.085
C -2.106 -1.649 -0.151
N -1.338 -0.969 0.720
C -1.322 -2.668 -0.869
C -1.851 -3.581 -1.767
C -1.076 -4.660 -2.164
C 0.195 -4.801 -1.631
C 0.680 -3.831 -0.773
N -0.046 -2.764 -0.411
H 1.759 -1.122 5.607
H -0.300 0.164 6.202
H -2.004 0.571 4.436
H 2.105 -1.796 3.237
H -3.660 0.123 2.863
H -5.108 -0.686 1.026
H -4.123 -2.063 -0.780
H -2.864 -3.463 -2.125
H -1.469 -5.391 -2.856
H 0.820 -5.645 -1.881
H 1.678 -3.883 -0.362
C -1.653 4.152 -2.127
Si -1.859 2.542 -1.188
C -2.309 2.866 0.616
C -3.151 1.479 -2.054
C -0.207 1.604 -1.164
C 0.097 0.543 -2.095
C -0.238 0.640 -3.450
C 0.285 -0.258 -4.359
C 1.125 -1.263 -3.897
C 1.343 -1.369 -2.538
N 0.819 -0.522 -1.641
Si 1.278 2.186 -0.189
C 2.907 1.477 2.697
C 2.847 2.053 -1.180
C 1.072 3.822 0.656
H -2.602 4.691 -2.132
H -1.374 3.981 -3.167
H -0.909 4.816 -1.686
H -3.362 2.641 0.790
H -2.158 3.915 0.870
H -1.724 2.274 1.321
H -4.116 1.569 -1.553
H -2.888 0.421 -2.076
H -3.298 1.800 -3.084
H -0.859 1.460 -3.779
H 0.060 -0.163 -5.412
H 1.597 -1.964 -4.570
H 1.973 -2.154 -2.139
H 3.342 0.481 2.599
H 2.942 1.811 3.732
H 3.434 2.190 2.062
H 3.103 1.025 -1.429
H 3.683 2.485 -0.628
H 2.757 2.612 -2.113
H 0.399 3.781 1.509
H 0.689 4.562 -0.047
H 2.039 4.192 1.001
N 2.587 -1.647 0.588
C 3.701 -2.066 0.643
N 4.847 -2.470 0.825
C 5.754 -3.064 0.081
N 6.571 -3.560 -0.561
O 1.379 0.944 1.049
O 1.517 1.449 2.388

Cartesian forces, eV/Å:
-0.45 0.71 0.05
0.00 0.00 -0.03
0.05 -0.04 -0.05
0.02 -0.07 -0.14
-0.06 0.09 0.14
0.21 -0.03 0.08
0.04 0.00 0.09
-0.11 -0.01 0.05
0.10 -0.01 -0.01
0.05 0.00 0.01
0.17 0.01 -0.03
-0.23 0.03 -0.02
0.26 -0.29 0.01
-0.07 -0.05 -0.04
0.06 0.12 0.12
0.05 0.03 0.04
0.02 0.01 0.01
-0.03 0.01 -0.04
-0.04 -0.25 -0.18
0.02 0.01 0.01
0.00 0.01 0.02
-0.02 0.01 0.01
0.00 0.00 0.04
-0.02 0.02 0.03
-0.03 0.00 0.00
-0.02 -0.01 -0.03
-0.02 0.00 -0.01
-0.02 -0.02 -0.02
0.01 -0.03 -0.01
0.01 -0.03 -0.01
0.01 -0.13 0.10
-0.05 0.12 -0.07
0.01 0.01 -0.14
0.10 0.01 0.11
0.00 -0.01 0.15
-0.07 -0.11 -0.02
0.03 0.00 0.05
0.06 -0.07 0.03
-0.02 0.01 0.03
0.16 -0.02 -0.05
0.20 -0.07 -0.13
0.11 0.25 -0.07
0.11 -0.07 -0.12
-0.20 0.07 0.13
0.01 -0.16 -0.05
-0.06 0.00 0.01
0.01 -0.02 -0.04
0.02 -0.01 0.03
-0.04 0.00 0.00
0.02 0.05 -0.01
0.06 -0.06 0.03
-0.04 0.03 0.02
0.01 -0.01 0.02
0.01 0.03 -0.07
-0.01 0.04 0.00
0.00 0.00 -0.03
0.00 -0.01 -0.02
-0.03 0.05 -0.04
0.03 0.04 0.03
-0.01 0.00 0.03
0.04 -0.01 0.02
-0.01 -0.09 -0.01
0.02 0.01 0.03
-0.02 0.04 -0.05
-0.05 -0.02 0.03
-0.01 0.02 -0.06
0.03 -0.03 0.04
-0.41 -0.01 0.00
0.35 -0.44 -0.22
-0.30 0.48 0.83
0.09 -0.16 -0.65
0.03 -0.06 0.07
-0.03 0.09 -0.26
-0.12 -0.01 0.22

Calculated values
- 2S+1: 2
- ⟨S²⟩: 1.09
- Orbital gap (spin up / spin down): 6.559 / 5.849 eV
- ΔE to the lowest compared entry with this formula, charge and spin: 63.0 kJ/mol
- Net charge: +2
- Total energy: -63005.38521 eV


(3)
This record from the Open Molecules 2025 dataset describes a molecular structure, C29H34AlClN5O. The level of theory is the ωB97M-V functional and the def2-TZVPD basis.

Positions of all 71 atoms, in Å:
C 1.849 0.983 1.479
C 1.094 0.260 0.266
Al 2.324 -0.284 -1.267
Cl 1.416 -1.743 -2.730
C 2.880 1.400 -2.307
C 1.848 2.575 -2.048
O 2.148 3.621 -1.420
H 2.636 0.300 1.955
H 1.093 1.284 2.284
H 2.375 1.913 1.075
H 0.252 0.961 -0.063
H 0.573 -0.663 0.681
H 3.641 -0.922 -0.643
H 3.890 1.827 -1.994
H 2.892 1.206 -3.424
H 0.774 2.519 -2.445
N -1.325 3.198 -2.952
C -1.638 3.073 -4.249
C -2.495 3.928 -4.922
C -3.067 4.974 -4.213
C -2.761 5.125 -2.869
C -1.888 4.217 -2.290
H -1.167 2.238 -4.759
H -2.710 3.780 -5.973
H -3.745 5.664 -4.703
H -3.189 5.929 -2.284
H -1.615 4.295 -1.243
N -1.395 -0.601 2.037
C -2.400 0.284 2.053
C -3.298 0.415 3.102
C -3.151 -0.421 4.198
C -2.120 -1.348 4.206
C -1.274 -1.396 3.108
H -2.474 0.913 1.172
H -4.090 1.151 3.062
H -3.834 -0.351 5.036
H -1.975 -2.018 5.044
H -0.450 -2.101 3.068
N 2.226 -3.190 -7.016
C 2.396 -4.351 -7.664
C 2.437 -5.586 -7.037
C 2.298 -5.625 -5.656
C 2.122 -4.439 -4.961
C 2.092 -3.255 -5.682
H 2.504 -4.269 -8.741
H 2.575 -6.493 -7.612
H 2.325 -6.572 -5.128
H 2.011 -4.430 -3.885
H 1.954 -2.302 -5.182
N 6.016 -1.834 0.297
C 6.801 -2.820 0.751
C 7.702 -2.674 1.795
C 7.802 -1.434 2.405
C 7.002 -0.395 1.954
C 6.130 -0.644 0.904
H 6.689 -3.771 0.240
H 8.309 -3.510 2.121
H 8.495 -1.278 3.224
H 7.054 0.587 2.406
H 5.481 0.136 0.519
N -6.318 0.198 5.387
C -6.129 0.770 6.584
C -7.081 1.544 7.228
C -8.299 1.744 6.598
C -8.520 1.165 5.357
C -7.505 0.405 4.800
H -5.159 0.587 7.036
H -6.874 1.980 8.197
H -9.069 2.345 7.069
H -9.459 1.300 4.836
H -7.631 -0.072 3.833

Cartesian forces, eV/Å:
-0.10 -0.10 -0.44
-0.47 -0.01 0.60
-0.08 0.62 0.57
-0.06 0.21 0.27
-0.90 2.30 -0.33
1.54 0.70 0.39
-0.73 -2.26 -1.16
-1.01 0.89 -0.65
1.09 -0.27 -0.90
-0.63 -1.08 0.74
0.91 -0.87 0.35
0.57 1.16 -0.54
0.05 -0.17 -0.07
-1.17 -0.66 -0.36
-0.07 0.09 1.09
1.30 -0.37 0.39
-0.61 0.44 -0.36
0.23 -0.12 0.45
-0.06 0.10 0.07
-0.06 0.06 -0.03
-0.04 -0.03 -0.16
0.31 -0.41 -0.01
-0.02 0.02 -0.03
0.03 -0.02 0.04
0.03 -0.03 0.02
0.04 -0.03 0.01
0.00 0.04 -0.02
-0.70 -0.09 0.67
0.43 -0.26 -0.16
0.04 -0.07 0.08
-0.01 -0.01 0.20
-0.06 0.12 -0.05
0.08 0.23 -0.46
0.00 0.02 0.02
0.01 -0.03 0.00
-0.03 -0.02 -0.11
0.02 0.01 -0.03
-0.01 0.00 0.03
0.03 -0.62 0.18
-0.06 0.45 0.15
0.00 0.00 0.04
-0.01 0.01 0.06
0.02 -0.29 -0.03
0.02 0.46 -0.54
0.00 -0.08 -0.01
0.00 0.04 -0.01
0.00 0.04 -0.02
0.00 0.15 -0.05
0.02 -0.18 0.08
0.65 0.01 0.55
-0.37 0.37 -0.26
0.03 0.04 0.06
0.06 0.06 0.09
0.10 -0.16 0.04
-0.23 -0.34 -0.40
0.04 -0.02 0.04
-0.03 0.01 -0.02
-0.02 -0.01 -0.03
-0.04 -0.02 -0.04
-0.05 -0.06 0.00
-0.45 0.36 0.32
0.06 -0.27 -0.43
-0.09 0.01 -0.04
-0.07 0.05 0.03
0.03 0.05 0.12
0.45 -0.19 0.03
-0.02 0.05 0.05
0.02 -0.02 -0.04
0.04 -0.03 -0.02
0.05 -0.02 -0.01
-0.04 0.04 0.01

Calculated values
- 2S+1: 1
- Orbital gap: 6.671 eV
- Net charge: -1
- Total energy: -59243.50243 eV


> What is the 2S+1 in the first record?

1


> The highest total energy belongs to which entry?

C29H34AlClN5O


> Which value of total energy does entry 1 give?

-59646.78208 eV